An isolated ion of composition C26H49FN3O2S and charge +1 in a non-equilibrium geometry, computed with wB97M-V/def2-TZVPD.

Structure (XYZ):
```
82
Properties=species:S:1:pos:R:3:mulliken_charge:R:1
C 6.33783 -0.94535 1.19296 -1.6870
C 4.82523 -0.93052 1.02576 0.0958
C 4.38426 -0.84390 -0.44559 -0.9255
C 3.14945 -1.71612 -0.77184 -1.1732
C 1.94691 -0.92460 -1.33807 -1.5579
C 0.60907 -1.12450 -0.59288 1.1580
C 0.29220 -2.63728 -0.73276 -1.6929
C -1.11226 -3.14615 -0.50737 0.1334
C -1.47413 -3.86556 0.78427 -1.7102
N -1.97231 -3.04155 -1.43975 -0.5000
C -0.40081 -0.21967 -1.39160 -0.2327
C -0.68972 -0.67037 -2.83748 -1.0689
S -0.46996 0.62860 -4.11001 -0.1601
C 1.31979 0.88883 -4.28765 -0.4285
C 1.86969 2.04146 -3.40836 -0.8191
C -1.70532 0.09073 -0.68801 -0.5920
C -2.30126 1.43064 -1.15438 -0.5640
C -3.81841 1.42174 -1.31809 -1.9428
C -4.63971 1.71273 -0.05039 1.2292
C -4.02646 2.76580 0.87770 -1.3148
C -6.00822 2.23198 -0.51610 -1.8559
N -1.53853 0.20138 0.80376 1.3210
O -1.98662 -0.94733 1.54092 -0.3787
C -3.06501 -0.69938 2.23351 0.6558
N -4.05196 -0.58083 2.90132 -0.5946
C -0.13050 0.53863 1.18218 -1.8212
O -0.17637 0.92437 2.50928 -0.4184
C -0.11750 2.33524 2.71540 -0.0050
C 1.29811 2.87645 2.68041 -1.0966
C 0.83570 -0.58801 0.88551 0.8486
C 0.90682 -1.63835 1.97924 -0.9750
C 1.52614 -1.12393 3.28471 -0.8024
F 2.37013 -0.05518 3.06334 -0.2311
H 6.78439 -0.05943 0.75869 0.3728
H 6.78043 -1.84909 0.79327 0.4011
H 6.56757 -0.92767 2.25319 0.4344
H 4.45367 -0.04959 1.53267 0.0270
H 4.40515 -1.80276 1.51019 0.2284
H 4.16429 0.19688 -0.66528 0.3121
H 5.19703 -1.12569 -1.10061 0.5295
H 3.47468 -2.39372 -1.55149 0.6640
H 2.89495 -2.34187 0.07123 0.3841
H 2.18031 0.13101 -1.24662 0.2981
H 1.83354 -1.19752 -2.37549 0.6284
H 0.95238 -3.27018 -0.15488 0.5616
H 0.50781 -2.87584 -1.76592 0.8301
H -2.33922 -3.40310 1.23650 0.3349
H -0.64630 -3.96995 1.46994 0.3227
H -1.77085 -4.86568 0.49088 0.5594
H -2.86021 -3.45829 -1.16469 0.2968
H 0.11568 0.73173 -1.46669 0.4012
H -1.73874 -0.90493 -2.92269 0.3493
H -0.10306 -1.51422 -3.15541 0.6650
H 1.43062 1.18176 -5.32158 0.5635
H 1.87455 -0.03123 -4.17563 0.2887
H 2.71444 1.71432 -2.81713 0.1555
H 1.08360 2.39146 -2.75306 0.1922
H 2.12894 2.88311 -4.03391 0.3800
H -2.47381 -0.65001 -0.85787 0.6439
H -1.94111 2.24768 -0.53384 0.6576
H -1.86938 1.61638 -2.13090 0.3050
H -4.09309 2.10852 -2.11077 0.5887
H -4.10912 0.43491 -1.66547 0.3497
H -4.85474 0.78500 0.46765 0.1555
H -4.79675 3.38584 1.31339 0.5423
H -3.52935 2.28962 1.72529 0.1946
H -3.32969 3.41403 0.36112 0.3209
H -6.65683 2.47251 0.31383 0.4585
H -6.47733 1.55133 -1.21486 0.3969
H -5.82297 3.14397 -1.07760 0.4399
H -2.09714 1.00193 1.12752 0.0076
H 0.16592 1.40054 0.59420 1.0446
H -0.72417 2.86662 1.97709 0.0635
H -0.55078 2.56380 3.67664 0.5604
H 1.26417 3.92133 2.39059 0.4413
H 1.90694 2.37093 1.94026 0.1785
H 1.77600 2.83565 3.64648 0.3114
H 1.80383 -0.10604 0.86155 0.9001
H 1.50929 -2.48172 1.68692 0.8742
H -0.06933 -2.01616 2.24940 -0.3235
H 2.11958 -1.90952 3.73544 0.4509
H 0.77800 -0.82666 4.00854 0.3632
```

Output
HOMO in eV: -11.25
Structure (SMILES): [H]/N=C(\C)C[C@]1(CCCCC)[C@H](CCF)[C@H](OCC)[N@H+](OC#N)[C@@H](CCC(C)C)[C@@H]1CSCC
Orbital gap in eV: 8.362
Total charge: +1
Total energy in a.u.: -1832.48635

=====

A 2-piece molecular cluster, C2ClN5 overall in a non-equilibrium geometry, computed with wB97M-V/def2-TZVPD.

Structure (XYZ):
```
8
Properties=species:S:1:pos:R:3:nbo_charge:R:1
C 0.96934 1.23862 0.05530 0.3963
C -2.74187 -0.40368 0.03750 0.1424
N 0.61710 2.33387 -0.14265 -0.3405
N -1.59813 -0.47887 0.02838 -0.3328
N 1.55202 0.15931 0.55103 -0.3648
N 1.71309 -1.99119 -0.27799 0.0081
N 1.65591 -0.95694 0.16325 0.2997
Cl -4.29677 -0.20997 -0.14946 0.1915
```

Output
HOMO in eV: -10.32
Orbital gap in eV: 10.668
Total charge: 0
Relative energy (zero: lowest compared OMol25 entry of this formula, charge and spin) in kcal per mole: 7.5
Total energy in a.u.: -810.05415

=====

One molecule with the formula C7H12N2 in a non-equilibrium geometry, computed with wB97M-V/def2-TZVPD.

Structure (XYZ):
```
21
Properties=species:S:1:pos:R:3:nbo_charge:R:1
C -0.61615 3.20387 0.98667 0.2536
C -0.80079 1.42349 -0.55006 0.0959
C 0.15247 2.28251 0.34053 -0.6190
C 1.63800 -0.68747 -0.27630 -0.6390
C -0.68042 -1.05822 1.19742 -0.6175
C -0.26000 -2.12491 -1.05362 -0.6186
C 0.14053 -0.85577 -0.23720 0.0872
N -1.08023 4.10472 1.53157 -0.3013
N -0.73378 0.22196 -0.77756 -0.4118
H -1.83043 1.60597 -0.70776 0.2173
H 0.29549 2.86457 -0.70276 0.2972
H 1.02749 1.64583 0.76219 0.2861
H 2.11839 0.23035 0.23149 0.2028
H 2.05637 -1.62326 0.23230 0.2314
H 1.98001 -0.47297 -1.29786 0.2310
H -1.70710 -0.60541 1.16584 0.2317
H -0.16327 -0.56261 2.08464 0.2108
H -0.69021 -2.17287 1.17998 0.2194
H -1.26426 -2.32436 -1.31233 0.2320
H 0.19915 -2.03820 -2.10987 0.2068
H 0.21872 -3.05722 -0.68731 0.2040
```

Output
HOMO in eV: -9.09
Structure (SMILES): CC(C)(C)/N=C\CC#N
Orbital gap in eV: 9.706
Total charge: 0
Relative energy (zero: lowest compared OMol25 entry of this formula, charge and spin) in kcal per mole: 86.2
Total energy in a.u.: -383.28584

=====

A 2-piece molecular cluster, C4H13N3O2 overall in a non-equilibrium geometry, computed with wB97M-V/def2-TZVPD.

Structure (XYZ):
```
22
Properties=species:S:1:pos:R:3:nbo_charge:R:1
C -1.36180 1.44120 -0.82431 -0.4208
C -2.04925 0.08462 1.11630 -0.4156
N -1.05465 0.95244 0.50686 -0.4276
C 0.23158 0.87030 0.92556 0.8562
N 1.15233 1.71079 0.33598 -0.8323
O 0.57427 0.13771 1.91920 -0.7464
H 1.11710 1.78716 -0.66800 0.3914
H 2.08567 1.55005 0.68189 0.3997
H -2.44217 1.53588 -0.91743 0.2142
H -1.00867 0.74311 -1.59099 0.2110
H -0.92749 2.42930 -0.97984 0.2055
H -2.99323 0.62592 1.19713 0.1939
H -2.18854 -0.82204 0.52276 0.2120
H -1.70622 -0.18961 2.11035 0.2404
C 2.06718 -1.44048 -0.83645 -0.4257
N 0.82681 -1.20512 -0.14350 -0.4546
O -0.24597 -1.90752 -0.78368 -0.6078
H -0.12658 -2.85437 -0.60846 0.4412
H 0.82903 -0.97002 1.08392 0.4335
H 2.85511 -0.90136 -0.30777 0.1957
H 2.01270 -1.07434 -1.86911 0.1774
H 2.35280 -2.50359 -0.87040 0.1587
```

Output
HOMO in eV: -7.88
Structure (SMILES): CN(C)C(N)=O.CNO
Orbital gap in eV: 8.741
Total charge: 0
Relative energy (zero: lowest compared OMol25 entry of this formula, charge and spin) in kcal per mole: 70.9
Total energy in a.u.: -474.86393